No. 1
# C17H25N3O4S

An isolated molecule of C17H25N3O4S (ωB97M-V/def2-TZVPD, the OMol25 dataset).

Last column: Löwdin charge in e.
CARTESIAN COORDINATES (ANGSTROEM)
C 0.752 -3.500 3.286  -0.10
C 0.055 -2.223 2.834  -0.21
C 0.609 -1.707 1.488  -0.32
C 1.920 -0.931 1.662  -0.14
C 1.696 0.424 2.326  -0.19
C 0.651 1.204 1.537  -0.18
C -0.623 0.377 1.385  -0.18
N -0.305 -0.871 0.718  -0.14
C -1.443 -1.566 0.157  -0.17
C -1.024 -2.475 -1.018  -0.21
N -1.807 -2.182 -2.199  -0.14
S -0.960 -1.563 -3.493  0.65
O -1.888 -1.474 -4.579  -0.29
O 0.275 -2.267 -3.701  -0.29
C -0.582 0.060 -2.848  -0.27
C 0.739 0.428 -2.672  -0.04
C 1.069 1.659 -2.124  0.01
C 0.020 2.480 -1.753  -0.16
C -1.317 2.089 -1.939  -0.17
C -1.646 0.875 -2.496  0.03
O -2.137 3.074 -1.471  0.17
C -1.353 4.081 -0.990  -0.48
O -1.758 5.093 -0.498  0.14
N -0.031 3.721 -1.166  0.00
C 1.076 4.545 -0.764  0.01
H 1.816 -3.333 3.432  0.07
H 0.332 -3.847 4.228  0.07
H 0.628 -4.287 2.546  0.07
H 0.165 -1.462 3.607  0.10
H -1.012 -2.428 2.726  0.10
H 0.818 -2.585 0.865  0.14
H 2.624 -1.525 2.246  0.11
H 2.349 -0.769 0.672  0.12
H 1.356 0.293 3.355  0.10
H 2.636 0.979 2.360  0.11
H 0.419 2.150 2.030  0.11
H 1.044 1.411 0.540  0.09
H -1.088 0.225 2.372  0.13
H -1.337 0.924 0.763  0.11
H -2.127 -0.814 -0.241  0.11
H -2.002 -2.155 0.902  0.11
H -1.104 -3.530 -0.750  0.12
H 0.018 -2.264 -1.271  0.10
H -2.500 -2.860 -2.467  0.11
H 1.503 -0.271 -2.974  0.12
H 2.096 1.959 -1.987  0.12
H -2.661 0.556 -2.659  0.14
H 1.678 4.031 -0.013  0.09
H 0.664 5.459 -0.339  0.10
H 1.699 4.790 -1.625  0.10

Highest occupied orbital energy (Eh): -0.31255
SMILES string: CC[C@@H]1CCCCN1CCNS(=O)(=O)c1ccc2c(c1)oc(=O)n2C
E (eV): -41530.7427
ΔE to the lowest compared entry with this formula, charge and spin (kcal per mole): 36.6
HOMO-LUMO gap (eV): 9.06

No. 2
# C17H25N3O6P2Pd

A structure of composition C17H25N3O6P2Pd (ωB97M-V/def2-TZVPD, the OMol25 dataset).

Last column: Löwdin spin population.
CARTESIAN COORDINATES (ANGSTROEM)
Pd 0.859 1.317 -0.258  1.50
C -3.709 1.992 0.345  0.00
C -2.869 1.228 -0.683  0.00
C -2.592 -0.189 -0.259  0.02
C -3.298 -1.256 -0.741  0.17
C -3.054 -2.592 -0.286  0.18
C -2.076 -2.866 0.638  0.00
C -1.284 -1.839 1.122  0.22
C -0.179 -2.095 2.085  0.03
C -0.672 -2.051 3.540  0.02
C -1.588 -0.485 0.686  0.27
N -0.766 0.545 1.116  0.31
C -0.836 1.178 2.238  0.02
C 0.123 2.208 2.511  0.29
C 0.257 3.036 3.645  0.00
C 1.333 3.844 3.390  0.23
C 1.828 3.461 2.067  0.23
N 1.104 2.499 1.561  0.10
H -4.098 2.909 -0.095  0.00
H -3.140 2.284 1.231  0.00
H -4.561 1.399 0.675  0.00
H -1.933 1.743 -0.916  0.00
H -3.418 1.187 -1.625  0.00
H -4.071 -1.103 -1.484  0.01
H -3.655 -3.390 -0.701  0.01
H -1.886 -3.883 0.953  0.00
H 0.632 -1.383 1.930  0.00
H 0.215 -3.092 1.880  0.00
H -1.059 -1.071 3.823  0.00
H 0.154 -2.289 4.208  0.00
H -1.466 -2.779 3.705  0.00
H -1.608 0.969 2.975  0.00
H -0.371 3.019 4.520  0.00
H 1.756 4.613 4.015  0.01
H 2.674 3.881 1.543  0.01
N 3.773 -0.476 -2.603  0.00
C 2.272 -0.642 -2.707  0.00
C 1.921 -1.546 -3.880  0.00
P 1.577 1.058 -2.850  0.01
O 2.062 1.416 -4.314  0.01
O 0.115 0.991 -2.615  0.08
O 2.300 1.904 -1.810  0.10
P 1.711 -1.377 -1.094  0.01
O 2.764 -2.588 -1.109  0.01
O 0.285 -1.757 -1.120  0.03
O 2.153 -0.397 0.001  0.13
H 4.160 -0.106 -3.476  0.00
H 4.213 -1.377 -2.391  0.00
H 3.988 0.187 -1.847  0.00
H 2.276 -1.127 -4.821  0.00
H 0.836 -1.631 -3.930  0.00
H 2.334 -2.546 -3.745  0.00
H 1.771 2.261 -4.685  0.00
H 2.746 -3.197 -0.360  0.00

Spin multiplicity: 5
Highest occupied orbital energy (alpha / beta) (Eh): -0.55038 / -0.57296
E (eV): -56835.3402
⟨S²⟩: 6.06
ΔE to the lowest compared entry with this formula, charge and spin (kcal per mole): 0.0
Net charge: +2
HOMO-LUMO gap (alpha / beta) (eV): 8.57 / 6.13

No. 3
# C17H25N5O3

An isolated molecule of C17H25N5O3 (ωB97M-V/def2-TZVPD, the OMol25 dataset).

Last column: Löwdin charge in e.
CARTESIAN COORDINATES (ANGSTROEM)
C 1.900 -0.038 6.996  -0.12
C 1.608 -1.019 5.868  -0.28
C 0.538 -0.486 4.917  -0.23
C 0.264 -1.458 3.772  -0.21
C -0.907 -1.036 2.886  -0.17
C -0.632 0.270 2.143  -0.13
N -1.680 0.550 1.167  0.06
C -2.804 1.210 1.628  -0.47
O -2.928 1.560 2.776  0.10
N -3.775 1.454 0.687  0.21
C -3.762 1.112 -0.656  -0.44
O -4.693 1.401 -1.376  0.07
C -2.566 0.403 -1.068  -0.05
C -2.450 0.036 -2.396  0.00
N -1.439 -0.653 -2.878  0.04
C -1.189 -0.926 -4.265  -0.17
C -0.016 -0.091 -4.793  -0.15
C 1.309 -0.458 -4.109  -0.15
N 2.393 0.316 -4.645  -0.11
C 2.788 1.558 -4.231  -0.08
C 3.801 1.931 -5.066  -0.16
N 4.030 0.954 -5.982  0.05
C 3.176 0.010 -5.709  -0.19
C -1.507 0.109 -0.128  -0.35
O -0.475 -0.484 -0.443  0.04
H 2.661 -0.437 7.664  0.07
H 1.000 0.155 7.576  0.07
H 2.257 0.909 6.596  0.07
H 1.275 -1.970 6.291  0.11
H 2.525 -1.210 5.306  0.11
H -0.386 -0.313 5.473  0.12
H 0.869 0.473 4.517  0.11
H 0.039 -2.442 4.192  0.11
H 1.161 -1.560 3.158  0.12
H -1.094 -1.820 2.148  0.12
H -1.806 -0.915 3.493  0.12
H -0.606 1.109 2.839  0.12
H 0.309 0.201 1.595  0.13
H -4.596 1.945 1.023  0.17
H -3.251 0.326 -3.069  0.15
H -0.725 -0.882 -2.177  0.11
H -2.090 -0.696 -4.838  0.13
H -0.960 -1.990 -4.381  0.13
H 0.080 -0.254 -5.867  0.12
H -0.225 0.968 -4.630  0.12
H 1.526 -1.518 -4.268  0.13
H 1.248 -0.269 -3.034  0.12
H 2.334 2.048 -3.394  0.11
H 4.378 2.833 -5.066  0.09
H 3.093 -0.916 -6.244  0.12

Highest occupied orbital energy (Eh): -0.32928
SMILES string: CCCCCCN1C(=O)NC(=O)/C(=C/NCCCn2ccnc2)C1=O
E (eV): -31630.1758
ΔE to the lowest compared entry with this formula, charge and spin (kcal per mole): 5.9
HOMO-LUMO gap (eV): 9.13

No. 4
# C17H25NPt

A structure of composition C17H25NPt (ωB97M-V/def2-TZVPD, the OMol25 dataset).

Last column: Löwdin spin population.
CARTESIAN COORDINATES (ANGSTROEM)
C -2.338 -1.100 -1.956  0.01
C 1.118 -0.645 -1.863  0.31
C -1.241 0.141 -1.845  0.02
H -2.488 -1.114 -0.882  0.00
C 1.147 0.936 -1.807  0.34
H 2.144 -1.027 -1.728  0.02
H -1.052 0.061 -2.950  0.00
H 2.151 1.335 -1.605  0.02
C -1.278 1.656 -1.954  0.04
H -1.461 1.998 -0.926  0.01
H -2.045 2.080 -2.601  0.00
C -1.158 -2.164 -2.229  0.02
H -1.489 -2.894 -2.965  0.00
H -0.962 -2.740 -1.313  0.01
C 0.260 -1.608 -2.719  0.05
H 0.169 -1.182 -3.729  0.01
H 0.908 -2.501 -2.814  0.00
C 0.180 1.885 -2.525  0.05
H 0.205 1.609 -3.597  0.01
H 0.494 2.934 -2.409  0.00
Pt 0.279 0.104 -0.347  0.57
H -3.269 -1.283 -2.527  0.00
C 1.925 1.606 1.528  0.03
N 1.845 0.163 1.199  0.02
C 3.154 -0.406 0.793  0.01
C 1.334 -0.571 2.412  0.02
C -0.129 -0.316 2.528  0.06
C -0.718 -0.296 3.800  0.00
C -2.080 0.000 3.912  0.04
C -2.839 0.270 2.763  0.00
C -2.229 0.242 1.487  0.07
C -0.867 -0.031 1.388  0.21
H 2.266 2.156 0.646  0.00
H 2.592 1.784 2.382  0.00
H 0.914 1.948 1.766  0.01
H 3.889 -0.303 1.606  0.00
H 3.009 -1.473 0.585  0.00
H 3.525 0.091 -0.110  0.00
H 1.884 -0.208 3.295  0.00
H 1.571 -1.638 2.287  0.00
H -0.074 -0.483 4.670  0.00
H -2.539 0.017 4.905  0.00
H -3.906 0.509 2.861  0.00
H -2.802 0.457 0.587  0.00

Spin multiplicity: 3
Highest occupied orbital energy (alpha / beta) (Eh): -0.17081 / -0.31503
E (eV): -22762.8403
⟨S²⟩: 2.01
HOMO-LUMO gap (alpha / beta) (eV): 5.11 / 6.77